No. 1
The following is a quantum chemistry calculation of a single C6H7N molecule in a non-equilibrium geometry, from the OMol25 dataset.

XYZ file:
```
14
Properties=species:S:1:pos:R:3:forces:R:3
C 1.781 -0.999 -0.681 -6.150 2.660 0.641
C 0.430 -0.441 -0.378 2.218 -2.195 -1.228
C 2.526 -1.936 -1.129 2.570 -2.022 -0.795
C -0.880 -0.461 -0.518 -1.046 0.229 0.057
C -1.784 -1.336 -1.315 0.135 -0.081 0.011
C 1.675 0.271 1.591 0.079 0.051 0.587
N 1.308 0.399 0.203 2.257 1.533 0.593
H -1.361 0.356 0.014 -0.015 0.012 0.118
H -2.768 -0.874 -1.371 0.030 -0.081 -0.072
H -1.900 -2.318 -0.860 -0.010 -0.088 0.024
H -1.404 -1.477 -2.321 0.040 -0.099 -0.176
H 2.147 1.202 1.896 -0.037 -0.020 0.167
H 2.394 -0.540 1.738 -0.020 0.022 0.063
H 0.804 0.064 2.218 -0.052 0.078 0.010
```
Positions in Å, forces in eV/Å.

ΔE to the lowest compared entry with this formula, charge and spin: 3.934 eV
HOMO-LUMO gap (alpha / beta): 8.6 / 5.8 eV
E_HOMO (alpha / beta): -7.8259 / -9.0012 eV
Max |F|: 6.731 eV/A
2S+1: 3
Charge: 0
Expectation value of S²: 2.029
Calculated total energy: -7816.3535 eV



No. 2
The following is a quantum chemistry calculation of a gas-phase ion, C6H7N2 (charge +1) in a non-equilibrium geometry, from the OMol25 dataset.

XYZ file:
```
15
Properties=species:S:1:pos:R:3:forces:R:3
C 2.226 0.125 1.202 0.514 -0.002 2.361
C 1.001 0.611 1.283 0.686 0.422 1.053
N 0.039 1.259 1.757 3.689 -0.167 -0.475
C -1.226 1.449 1.584 -2.011 2.554 1.851
C -1.739 0.493 0.786 -0.411 -0.632 -0.603
N -1.238 -0.107 -0.130 -0.673 -0.439 0.218
C -0.449 -0.782 -0.849 -2.407 2.325 -1.414
C -0.674 -1.019 -2.274 -1.197 0.974 -0.422
H 2.647 -0.076 2.297 -0.835 0.376 -2.350
H 2.970 -0.012 0.390 -1.204 0.049 0.390
H -1.689 2.318 2.165 0.189 -1.720 -1.037
H 0.466 -0.987 -0.433 1.824 -1.174 1.210
H -1.621 -1.539 -2.370 0.131 -0.988 -0.050
H 0.214 -1.571 -2.416 0.495 -0.932 -2.016
H -0.928 -0.163 -2.990 1.210 -0.646 1.286
```
Positions in Å, forces in eV/Å.

ΔE to the lowest compared entry with this formula, charge and spin: 5.666 eV
HOMO-LUMO gap (alpha / beta): 7.5 / 7.5 eV
E_HOMO (alpha / beta): -13.4301 / -13.4295 eV
Max |F|: 3.741 eV/A
SMILES: C=C=NC=C=[N+]=CC
2S+1: 1
Charge: +1
Calculated total energy: -9302.4707 eV



No. 3
The following is a quantum chemistry calculation of a gas-phase ion, C6H7N2O (charge +1) in a non-equilibrium geometry, from the OMol25 dataset.

XYZ file:
```
16
Properties=species:S:1:pos:R:3:forces:R:3
C -0.607 -0.717 -0.409 -1.355 0.830 -0.108
C 0.847 0.421 2.576 -0.405 -0.339 0.838
C 0.049 -0.615 3.025 1.305 1.371 -0.409
C 0.736 1.079 -1.129 -0.089 1.734 2.386
C -0.146 -0.488 0.898 0.384 0.276 1.327
C -0.549 0.238 -2.717 -1.197 -0.221 -0.498
N -0.146 0.151 -1.312 0.750 -1.428 0.856
N 0.694 0.455 1.240 0.728 0.088 -2.104
O -0.558 -1.159 1.992 -0.972 -1.021 -1.494
H -1.531 -1.275 -0.603 0.702 -0.003 -0.196
H 1.510 1.097 3.108 -0.244 -0.312 -0.095
H -0.070 -1.139 3.920 -0.196 -0.294 1.370
H 1.609 1.147 -1.727 1.032 -0.089 -0.454
H 0.384 0.320 -3.340 -1.150 -0.503 0.359
H -1.121 -0.760 -2.769 0.503 1.955 -1.176
H -1.100 1.246 -2.755 0.204 -2.046 -0.604
```
Positions in Å, forces in eV/Å.

ΔE to the lowest compared entry with this formula, charge and spin: 4.391 eV
HOMO-LUMO gap (alpha / beta): 6.9 / 7.4 eV
E_HOMO (alpha / beta): -13.1559 / -12.7583 eV
Max |F|: 2.951 eV/A
2S+1: 1
Charge: +1
Calculated total energy: -11350.6288 eV



No. 4
The following is a quantum chemistry calculation of a single C6H7N2PS molecule in a non-equilibrium geometry, from the OMol25 dataset.

XYZ file:
```
17
Properties=species:S:1:pos:R:3:forces:R:3
C 1.160 1.887 0.186 -3.156 -3.981 0.172
C 1.094 0.491 0.370 -0.268 1.697 -1.705
C -0.267 0.063 0.131 0.018 1.327 0.310
C -1.156 1.066 -0.117 -2.010 -1.182 -0.431
C -2.819 -0.286 -0.395 3.521 3.047 0.624
C 2.257 -0.458 0.382 -4.078 -1.800 3.544
N -2.137 -1.270 -0.054 -1.149 -0.712 -0.375
N -0.843 -1.189 0.153 0.199 -1.987 0.203
P -4.533 0.097 -0.044 -0.605 1.528 -0.172
S -0.357 2.611 -0.175 -0.626 -1.091 0.088
H 1.930 2.516 0.247 3.245 2.035 0.266
H 3.142 -0.003 0.386 3.624 1.684 -0.845
H 2.250 -0.967 1.398 0.014 0.459 -0.663
H 2.079 -1.308 -0.230 0.353 -0.316 -1.268
H -0.491 -2.115 0.391 0.628 0.986 -0.051
H -4.989 -0.934 -0.786 -0.593 -1.772 -0.382
H -4.981 0.853 -1.212 0.883 0.079 0.686
```
Positions in Å, forces in eV/Å.

ΔE to the lowest compared entry with this formula, charge and spin: 3.161 eV
HOMO-LUMO gap: 8.6 eV
E_HOMO: -7.9945 eV
Max |F|: 5.695 eV/A
2S+1: 1
Charge: 0
Calculated total energy: -29434.6180 eV



No. 5
The following is a quantum chemistry calculation of a single C6H7N3 molecule in a non-equilibrium geometry, from the OMol25 dataset.

XYZ file:
```
16
Properties=species:S:1:pos:R:3:forces:R:3
N 3.594 -0.563 -0.093 -12.110 0.465 5.716
C 2.306 -0.523 0.427 11.688 -1.134 -6.387
C 0.893 -0.474 0.232 0.295 1.650 0.939
C 0.374 0.770 0.063 -3.202 1.144 -1.539
N 0.796 2.076 -0.097 -0.912 -0.409 0.915
C -1.179 0.647 -0.293 3.025 -1.364 3.230
N -1.893 -0.162 0.759 -1.704 1.794 0.607
C -1.388 -0.767 -0.427 -0.202 -3.722 -0.110
C -0.155 -1.535 -0.119 2.599 -0.001 -0.287
H 1.777 2.281 0.024 -0.138 0.261 0.279
H 0.054 2.760 0.219 1.816 -0.930 -0.628
H -1.750 1.379 -0.743 -0.778 1.589 -1.013
H -1.503 -0.201 1.760 0.019 -0.511 -2.651
H -1.923 -1.384 -1.251 -0.340 1.660 1.719
H -0.241 -2.380 0.570 -0.276 0.350 0.119
H 0.237 -1.924 -1.030 0.219 -0.842 -0.909
```
Positions in Å, forces in eV/Å.

ΔE to the lowest compared entry with this formula, charge and spin: 4.837 eV
HOMO-LUMO gap: 8.7 eV
E_HOMO: -8.3490 eV
Max |F|: 13.399 eV/A
SMILES: N#CC1=C(N)[C@@H]2N[C@@H]2C1
2S+1: 1
Charge: 0
Calculated total energy: -10800.5937 eV



No. 6
The following is a quantum chemistry calculation of a molecular structure, C6H7N3O in a non-equilibrium geometry, from the OMol25 dataset.

XYZ file:
```
17
Properties=species:S:1:pos:R:3:forces:R:3
C 2.439 0.817 -0.551 0.436 0.182 -0.250
C 0.620 -0.657 -1.178 0.029 0.104 0.169
C 0.023 1.157 0.462 2.999 -1.988 -0.221
C 1.464 -0.104 -0.086 -2.928 1.687 1.183
C 1.902 -1.014 1.043 -0.094 -0.029 -0.054
C -2.154 1.456 -0.620 -0.300 0.014 0.034
N 3.205 1.584 -0.925 0.334 0.286 -0.133
N -0.522 -0.134 -1.384 0.000 -0.574 -0.382
N -0.830 0.879 -0.519 -0.354 0.323 -0.074
O 0.047 1.896 1.387 -0.305 0.041 -0.169
H 0.914 -1.481 -1.810 0.053 -0.094 -0.125
H 1.043 -1.334 1.633 0.027 -0.025 -0.038
H 2.601 -0.495 1.695 -0.040 -0.025 -0.001
H 2.389 -1.901 0.636 0.095 -0.033 0.053
H -2.100 2.525 -0.427 0.008 -0.014 -0.010
H -2.508 1.267 -1.632 -0.003 0.092 0.104
H -2.836 0.993 0.098 0.043 0.054 -0.087
```
Positions in Å, forces in eV/Å.

ΔE to the lowest compared entry with this formula, charge and spin: 1.969 eV
HOMO-LUMO gap: 10.0 eV
E_HOMO: -9.5039 eV
Max |F|: 3.605 eV/A
2S+1: 1
Charge: 0
Calculated total energy: -12851.1080 eV



No. 7
The following is a quantum chemistry calculation of a single C6H7N3O molecule in a non-equilibrium geometry, from the OMol25 dataset.

XYZ file:
```
17
Properties=species:S:1:pos:R:3:forces:R:3
O 0.550 0.841 -2.330 0.438 0.670 1.022
C 0.285 0.658 -1.173 -1.828 -1.509 -1.791
C 0.298 1.518 0.070 -3.251 0.677 -1.612
C -1.007 0.992 0.729 3.596 -1.815 4.495
N -0.624 -0.449 0.732 -1.441 -1.623 -1.522
C -0.416 -0.757 -0.716 -0.036 0.967 1.265
C 0.479 -1.829 -1.169 0.818 -0.528 -0.488
C -0.264 -2.631 -1.968 2.652 -1.012 0.443
N -1.603 -2.301 -1.836 -1.596 0.959 -0.588
N -1.767 -1.216 -1.241 0.766 0.156 0.117
H 1.130 1.263 0.614 1.880 -0.277 1.698
H 0.233 2.545 -0.167 0.474 1.206 -0.481
H -1.238 1.218 1.864 0.815 0.193 -2.328
H -1.901 1.088 0.228 -1.719 0.416 -1.531
H 0.246 -0.700 1.174 0.061 0.566 0.601
H 1.577 -1.785 -1.024 -0.954 -0.307 -0.240
H 0.079 -3.505 -2.600 -0.674 1.260 0.938
```
Positions in Å, forces in eV/Å.

ΔE to the lowest compared entry with this formula, charge and spin: 3.333 eV
HOMO-LUMO gap: 8.9 eV
E_HOMO: -8.9910 eV
Max |F|: 6.036 eV/A
SMILES: O=C1CCN[C@]12C=CN=N2
2S+1: 1
Charge: 0
Calculated total energy: -12849.7434 eV